(1)
Computed, not measured: C26H47AuN6OSi2 as an isolated structure, with ωB97M-V with the def2-TZVPD basis set.

total charge = +2
maximum force = 0.8 eV/Å
HOMO = -14.09 eV
orbital gap = 7.81 eV
ΔE to the lowest compared entry with this formula, charge and spin = 0.320 eV
E_LUMO = -6.2764 eV

Positions of all 83 atoms, in Å:
Au1 -1.05311 0.51975 -0.84163
N1 -1.02680 2.47809 0.81246
C1 -1.85192 3.58707 0.29578
C2 -1.53532 3.82238 -1.16695
N2 -1.88300 2.62058 -1.95319
H1 -1.34681 2.21439 1.73833
H2 -0.06809 2.79877 0.91973
H3 -1.69646 4.51203 0.85312
H4 -2.90205 3.30669 0.40618
H5 -0.46613 4.01072 -1.28969
H6 -2.06906 4.70786 -1.51518
H7 -1.60308 2.73994 -2.92128
H8 -2.89349 2.51561 -1.95360
N3 -4.86883 -0.81352 -1.57964
C3 -3.66640 -0.34225 -1.90994
N4 -2.99600 0.05512 -0.84211
C4 -3.81832 -0.18756 0.26733
C5 -3.63063 0.05523 1.62559
C6 -4.65807 -0.29270 2.47426
C7 -5.85220 -0.86202 1.99236
C8 -6.05454 -1.08672 0.64928
C9 -5.00919 -0.73373 -0.19905
H9 -5.55729 -1.15672 -2.23262
H10 -3.30270 -0.29735 -2.92400
H11 -2.71478 0.48961 1.99719
H12 -4.55313 -0.12019 3.53655
H13 -6.63032 -1.12480 2.69535
H14 -6.97886 -1.50610 0.27647
C10 4.70692 -0.07252 3.86348
C11 5.19785 1.07717 2.99684
N5 4.22888 1.46665 1.95738
C12 3.51209 2.73078 2.10373
C13 2.33612 2.64544 3.06621
C14 4.12949 0.66329 0.88773
O1 4.78191 -0.35057 0.71197
C15 3.13380 1.02007 -0.19477
C16 3.58427 1.44201 -1.43799
C17 2.66823 1.67309 -2.45003
C18 1.33101 1.44593 -2.20360
N6 0.89910 0.98859 -1.01571
C19 1.78499 0.77373 -0.02783
H15 5.45329 -0.30125 4.62362
H16 4.55585 -0.96566 3.25884
H17 3.77483 0.17947 4.37166
H18 6.12355 0.79148 2.49905
H19 5.39324 1.96292 3.60004
H20 3.17827 3.06318 1.12043
H21 4.22506 3.47473 2.45990
H22 1.57336 1.95272 2.69776
H23 1.88325 3.62905 3.19769
H24 2.65686 2.29438 4.04658
H25 4.64424 1.58883 -1.60461
H26 2.98054 2.03136 -3.42073
H27 0.57830 1.64506 -2.95061
H28 1.39115 0.42484 0.91578
C20 -0.38328 -1.50001 2.04175
Si1 0.05825 -2.46486 0.49248
C21 1.89915 -2.71380 0.44064
C22 -0.77223 -4.12367 0.55431
C23 -0.74106 -1.56066 -1.00456
Si2 -0.20190 -2.06425 -2.77245
C24 -0.63354 -0.71628 -4.02266
C25 1.61279 -2.41428 -2.88007
C26 -1.23474 -3.56601 -3.13186
H29 0.21092 -1.85516 2.88718
H30 -1.43351 -1.65092 2.29363
H31 -0.21000 -0.42402 1.93791
H32 2.26804 -2.80232 1.46616
H33 2.47258 -1.92919 -0.03964
H34 2.16042 -3.64146 -0.07128
H35 -0.48354 -4.61020 1.49027
H36 -0.45062 -4.77337 -0.26141
H37 -1.86188 -4.05879 0.53370
H38 -1.78515 -1.86762 -0.93039
H39 0.26131 -0.18040 -4.34236
H40 -1.35030 0.01536 -3.63957
H41 -1.06720 -1.16401 -4.92002
H42 2.21585 -1.59335 -2.48196
H43 1.89196 -2.55577 -3.92725
H44 1.89163 -3.32005 -2.34103
H45 -2.30225 -3.33864 -3.07110
H46 -1.02443 -4.38422 -2.44176
H47 -1.02710 -3.92701 -4.14256

Atomic forces in eV per Å
-0.12 0.11 -0.11
-0.19 0.18 0.00
0.08 -0.07 0.02
-0.04 -0.03 -0.07
0.12 0.19 0.22
0.06 0.02 0.01
0.00 -0.04 0.05
-0.02 0.02 0.01
-0.01 0.01 0.02
0.00 0.02 -0.02
0.01 0.02 -0.02
-0.02 0.01 -0.02
0.00 -0.01 -0.08
-0.14 -0.01 0.03
-0.03 0.05 0.05
-0.62 -0.27 0.28
0.05 0.11 -0.14
0.03 0.00 0.01
-0.06 -0.01 -0.02
0.04 0.02 0.03
-0.02 0.02 -0.02
-0.07 -0.07 -0.09
0.01 0.02 0.00
0.01 -0.07 0.02
0.05 -0.04 0.03
0.01 -0.02 0.00
0.00 0.02 0.00
0.01 -0.02 0.00
0.00 0.02 0.00
-0.07 -0.08 0.03
0.03 0.10 0.10
-0.01 -0.10 0.03
0.01 0.03 0.00
-0.01 -0.13 -0.10
-0.02 0.01 -0.01
-0.01 -0.04 0.06
0.08 0.01 -0.06
0.01 0.08 0.01
0.05 0.09 0.11
0.67 -0.34 -0.15
0.00 0.24 -0.07
-0.01 -0.01 0.00
-0.01 0.00 0.01
0.01 -0.01 0.00
0.02 0.03 -0.01
0.00 0.02 -0.02
0.03 0.03 0.00
0.02 0.02 -0.03
0.01 -0.02 0.04
-0.01 0.00 0.00
-0.02 0.00 -0.01
-0.01 0.00 0.00
-0.01 -0.01 0.00
-0.02 -0.12 -0.04
0.00 -0.12 -0.02
0.00 -0.01 0.01
-0.08 0.38 0.13
0.13 -0.09 -0.06
-0.08 -0.13 -0.02
0.25 -0.06 -0.08
-0.19 0.18 0.13
-0.04 -0.03 -0.02
0.16 0.00 -0.01
0.02 -0.15 -0.11
-0.02 0.02 -0.01
-0.06 0.05 0.02
-0.04 -0.01 0.08
-0.01 -0.01 -0.02
0.13 0.20 -0.04
-0.04 -0.02 0.02
-0.02 -0.04 -0.03
-0.01 -0.01 0.03
0.00 -0.01 0.02
0.02 -0.23 -0.01
-0.01 0.03 -0.01
0.05 0.05 -0.08
0.01 0.00 0.01
0.01 -0.01 -0.03
0.02 0.00 0.01
0.01 0.01 -0.02
0.00 -0.03 -0.01
-0.04 0.00 -0.02
-0.03 -0.02 0.02



(2)
Computed, not measured: C26H47BBe2Cl3F4NO10 as an isolated structure, with ωB97M-V with the def2-TZVPD basis set.

total charge = 0
maximum force = 5.8 eV/Å
HOMO = -7.65 eV
orbital gap = 1.36 eV
E_LUMO = -6.2926 eV

Positions of all 94 atoms, in Å:
C1 0.87986 0.10739 0.90366
C2 1.76070 -0.29290 -0.41946
C3 0.90847 -1.05888 -1.60627
C4 1.58227 -0.73227 -3.06520
C5 0.81804 0.42250 -3.94262
C6 1.04182 1.94678 -3.35607
C7 -0.41441 2.72678 -3.09763
C8 -1.12134 1.99765 -1.80105
N1 -2.50146 2.58995 -1.45235
C9 -3.68590 1.60929 -1.33284
C10 -5.23140 2.04936 -1.00907
B1 -6.36910 0.84839 -0.94175
O1 -7.62491 1.07539 -1.73354
O2 -6.18949 -0.43617 -0.18190
C11 -6.17208 -1.53179 -1.18430
C12 -5.52743 3.65631 -0.77918
C13 -4.25796 4.68915 -0.87836
C14 -2.73699 4.08496 -1.21693
F1 -1.64665 5.08869 -1.27102
H1 0.91767 -0.75659 1.71871
H2 1.35356 1.10697 1.34902
H3 -0.24808 0.34406 0.70107
H4 2.38431 0.63646 -0.80692
H5 2.57985 -1.07697 -0.04650
H6 1.07875 -2.22542 -1.41793
H7 -0.24907 -0.89429 -1.54296
H8 2.72212 -0.51128 -2.91506
H9 1.51796 -1.73325 -3.69759
H10 -0.32584 0.20346 -4.15167
H11 1.33380 0.41432 -5.01919
H12 1.63225 2.65930 -4.10651
H13 1.63110 1.99352 -2.34080
H14 -1.15805 2.58187 -4.00777
H15 -0.12698 3.85550 -2.92184
H16 -1.35881 0.88093 -2.14936
H17 -0.43666 1.96391 -0.84607
H18 -3.43178 0.46374 -1.50134
H19 -7.73983 2.07573 -1.72012
H20 -5.18646 -1.50798 -1.85523
H21 -7.08722 -1.47260 -1.92604
H22 -6.19987 -2.58294 -0.66443
H23 -6.60802 4.04008 -0.54018
H24 -4.37540 5.85056 -0.74076
C15 5.71089 -2.88664 -2.74732
C16 4.96953 -2.87445 -1.40010
C17 4.22003 -4.20503 -1.21964
O3 4.07170 -1.90564 -1.44004
H25 5.03157 -3.01724 -3.59986
H26 6.27273 -1.95729 -2.90469
H27 6.43218 -3.71222 -2.77713
H28 5.75129 -2.86324 -0.62736
H29 3.48513 -4.38490 -2.01542
H30 3.69076 -4.24069 -0.25907
H31 4.92605 -5.04423 -1.23387
F2 -8.83983 -2.03307 -1.14415
Be1 7.16017 -2.11853 0.31949
F3 -5.13983 -2.59531 -3.38230
Be2 5.06017 -3.15847 1.17034
C18 -1.84044 2.60985 2.62411
C19 -0.79736 3.26374 3.49032
O4 0.09226 2.60485 4.02618
C20 -0.88478 4.75511 3.67550
H32 -1.65238 1.53178 2.58088
H33 -2.83350 2.77494 3.04975
H34 -1.78868 3.01491 1.61043
H35 -1.83517 5.01571 4.14799
H36 -0.79044 5.25571 2.70857
H37 -0.06781 5.08869 4.32413
C21 -5.65086 -5.72082 -0.42697
Cl1 -6.04582 -5.08010 1.17711
Cl2 -7.03129 -6.60305 -1.10168
Cl3 -5.15656 -4.41259 -1.51501
H38 -4.81463 -6.41698 -0.32336
F4 -3.03983 4.19165 1.45243
C22 3.29885 0.46870 5.09387
C23 4.45791 1.14588 5.80593
O5 4.87091 0.37906 6.94397
C24 5.65213 -0.69667 6.67473
O6 6.03063 -1.04975 5.56847
O7 5.91810 -1.32880 7.84442
C25 6.66445 -2.53352 7.69169
H39 2.48455 0.26205 5.79581
H40 2.92045 1.10030 4.28559
H41 3.60222 -0.49194 4.66790
H42 4.13315 2.12176 6.18081
H43 5.30023 1.32538 5.12780
H44 7.57642 -2.36756 7.10860
H45 6.03980 -3.29975 7.22209
H46 6.95275 -2.88338 8.68695
C26 -1.78311 -0.32332 -6.79485
O8 -1.80886 0.05698 -5.59950
O9 -2.92575 -0.90717 -7.12719
O10 -0.89474 -0.24091 -7.67211
H47 -3.28669 -0.76345 -6.22891

Atomic forces in eV per Å
0.47 0.55 0.33
0.06 -0.69 0.78
1.35 -0.70 0.26
-0.92 -0.74 -0.47
1.22 0.35 -0.65
-0.85 0.87 -0.12
0.57 -0.59 0.31
0.54 -0.60 -0.91
-3.11 2.30 0.83
-2.21 2.86 0.93
4.44 2.53 -0.06
-2.06 -0.07 -0.91
3.36 1.01 3.00
0.26 0.48 -4.55
-2.17 -0.24 3.02
4.76 -0.94 -1.11
0.01 -4.06 -0.37
-2.41 -0.51 0.99
-3.75 -4.28 0.00
-0.10 1.95 -1.70
-1.12 -2.29 -0.62
2.11 -0.53 0.20
-1.55 -1.90 0.62
-1.77 1.91 -0.93
-0.51 2.46 -0.36
2.24 -0.04 -0.23
-2.19 -0.23 -0.27
0.15 2.07 1.17
2.45 0.34 0.58
-1.27 -0.07 2.27
-1.23 -1.78 1.49
-1.13 -0.28 -1.93
1.72 0.41 1.79
-1.03 -2.25 -0.18
0.55 2.53 0.90
-1.48 0.29 -1.85
-0.32 2.88 0.32
0.16 -1.81 -0.53
-0.86 -0.69 -1.21
0.64 0.18 0.62
0.26 2.54 -0.67
2.47 -0.71 -0.46
0.45 -2.76 -0.24
1.12 -0.25 -0.10
-3.57 -0.64 -4.48
1.59 -0.85 0.30
1.05 0.50 2.25
-0.05 0.12 0.43
-0.28 -0.04 0.13
0.03 -0.07 -0.03
2.06 0.63 0.74
0.08 0.44 0.34
-0.45 0.01 0.43
-0.11 -0.14 0.06
1.36 0.25 -0.34
-1.51 -0.77 0.52
0.24 1.04 1.06
0.23 0.94 -0.64
1.04 -1.40 0.75
0.42 -0.90 0.22
-0.45 0.61 -0.36
0.49 0.10 0.32
0.17 -0.03 0.31
0.16 0.16 -0.39
-0.19 0.00 0.40
-0.02 0.05 -0.34
-0.38 -0.05 0.07
-0.11 -0.13 -0.07
0.23 0.00 -0.14
0.04 -0.06 -0.03
0.20 0.08 0.10
0.03 -1.05 0.01
-0.33 0.21 0.01
-1.04 1.51 -1.68
-0.01 -0.22 -0.01
-0.44 0.30 -0.67
1.09 -1.05 0.04
-0.43 0.25 -0.17
-0.30 0.33 1.27
-0.14 0.61 -0.91
0.30 -0.44 0.05
0.07 0.22 -0.12
-0.04 -0.02 0.16
0.09 0.13 0.00
0.14 -0.30 0.23
-0.05 -0.22 0.20
-0.28 -0.01 0.00
0.17 0.12 -0.05
-0.23 0.30 -0.11
1.32 -0.01 -1.74
1.16 0.85 0.80
-1.07 -0.39 0.07
-0.26 0.29 1.34
-1.32 -0.71 -0.32



(3)
Computed, not measured: a 3-piece molecular cluster, C26H47BrNO5 overall, with ωB97M-V with the def2-TZVPD basis set.

total charge = 0
2S+1 = 2
maximum force = 0.4 eV/Å
HOMO (alpha / beta) = -7.63 / -9.08 eV
orbital gap (alpha / beta) = 8.22 / 9.66 eV
<S²> = 0.7541
E_LUMO (alpha / beta) = 0.5851 / 0.5846 eV

Positions of all 80 atoms, in Å:
C1 -2.92141 4.53078 -1.27044
C2 -4.12139 3.58892 -1.28638
C3 -3.84057 2.24062 -1.94467
C4 -2.73716 1.43652 -1.27008
C5 -2.55581 0.06605 -1.91441
C6 -1.44408 -0.87731 -1.42242
C7 0.02367 -0.39538 -1.22661
C8 0.40787 0.37074 -2.52472
C9 1.51008 1.42939 -2.59455
C10 1.24664 2.74608 -1.85294
Br1 3.26736 0.68917 -2.13083
C11 0.24203 0.43176 0.05267
C12 0.01160 -0.27051 1.40888
C13 0.83811 0.47195 2.47472
C14 -1.45811 -0.29711 1.85498
N1 0.46291 -1.68174 1.32185
O1 0.50030 -2.30383 2.43489
C15 1.40723 -2.13881 0.26710
C16 1.43645 -3.66822 0.29916
C17 2.80733 -1.60677 0.58938
C18 0.89047 -1.68545 -1.11545
H1 -2.57361 4.73230 -2.28753
H2 -3.17449 5.48777 -0.81181
H3 -2.08272 4.11784 -0.70643
H4 -4.94287 4.07151 -1.82331
H5 -4.47512 3.43021 -0.26276
H6 -4.76106 1.64707 -1.94624
H7 -3.57393 2.40139 -2.99701
H8 -2.96940 1.32072 -0.20829
H9 -1.80344 1.99868 -1.33762
H10 -2.43794 0.22469 -2.99251
H11 -3.49716 -0.48619 -1.81621
H12 -1.40150 -1.67279 -2.17491
H13 -1.75382 -1.37424 -0.50278
H14 -0.47240 0.89775 -2.90367
H15 0.63927 -0.39161 -3.27596
H16 1.63909 1.65176 -3.65123
H17 0.31514 2.71008 -1.29239
H18 1.16705 3.56302 -2.57127
H19 2.03955 3.00080 -1.15278
H20 -0.37898 1.32670 0.07100
H21 1.27823 0.78054 0.03239
H22 0.43508 0.30420 3.47118
H23 1.87341 0.13745 2.47288
H24 0.82319 1.54611 2.27410
H25 -1.53562 -0.34403 2.93963
H26 -1.98255 0.59810 1.52777
H27 -1.98192 -1.16686 1.46120
H28 1.65043 -4.05170 -0.69975
H29 2.19828 -4.04537 0.97929
H30 0.47263 -4.05673 0.62657
H31 3.14680 -2.02586 1.53828
H32 2.84576 -0.52129 0.65689
H33 3.50823 -1.90483 -0.19207
H34 1.76709 -1.61287 -1.75991
H35 0.28293 -2.50103 -1.51665
O2 5.77806 -1.20411 -1.32657
C19 6.36272 -0.51310 -0.54584
O3 6.79352 -0.98524 0.64985
C20 7.37336 0.07383 1.42958
C21 7.78487 1.13951 0.41720
C22 6.73088 0.95315 -0.66738
H36 6.61452 0.44106 2.12439
H37 8.19908 -0.34930 1.99582
H38 7.80888 2.13706 0.85015
H39 8.77551 0.91227 0.02151
H40 5.82544 1.53411 -0.47509
H41 7.05862 1.17010 -1.68059
O4 -4.30075 -0.07660 3.34333
C23 -4.76350 -1.07089 2.87117
O5 -5.88001 -1.05562 2.09886
C24 -6.24812 -2.39354 1.72388
C25 -4.96799 -3.21512 1.85156
C26 -4.25440 -2.49556 2.98913
H42 -7.02581 -2.73948 2.40877
H43 -6.65510 -2.35197 0.71665
H44 -5.16579 -4.26766 2.04142
H45 -4.38290 -3.13594 0.93391
H46 -4.55000 -2.87191 3.97127
H47 -3.16831 -2.50520 2.93880

Atomic forces in eV per Å
0.02 0.03 -0.03
-0.01 0.06 0.02
-0.06 -0.03 -0.02
0.11 -0.10 0.06
0.00 0.07 -0.09
0.02 -0.05 0.00
-0.04 0.07 0.05
0.01 0.00 0.01
-0.09 -0.04 0.01
-0.05 0.05 -0.01
0.13 -0.01 -0.01
-0.04 0.01 -0.02
0.04 -0.20 -0.22
0.01 0.06 0.03
-0.03 0.05 0.03
0.27 0.07 0.22
-0.15 -0.08 -0.04
-0.23 0.22 0.08
0.02 -0.09 -0.01
0.14 -0.01 -0.06
-0.02 -0.10 -0.06
0.02 -0.02 0.02
-0.03 -0.01 -0.02
-0.03 -0.01 0.00
0.00 0.00 0.04
0.02 -0.04 -0.02
0.01 0.01 -0.02
0.00 -0.01 0.02
0.01 0.06 0.04
0.02 -0.01 0.05
0.02 -0.03 0.01
0.01 0.02 -0.01
-0.01 0.01 0.05
-0.01 0.00 0.01
-0.01 0.03 0.05
-0.06 0.03 -0.02
0.02 -0.03 0.02
-0.01 0.01 -0.05
0.02 0.01 0.02
0.00 -0.05 -0.01
-0.02 -0.01 -0.03
-0.02 0.01 0.01
0.04 -0.06 -0.01
0.03 0.05 -0.05
-0.06 -0.02 0.02
0.02 -0.05 -0.03
-0.01 0.06 0.05
0.00 0.05 -0.08
0.08 0.02 0.02
-0.07 0.02 0.06
-0.01 -0.01 -0.09
-0.05 0.02 0.01
-0.02 0.01 -0.08
0.00 -0.05 0.02
-0.03 0.02 -0.01
0.10 -0.02 0.02
0.02 0.02 -0.05
-0.02 -0.01 0.08
-0.02 -0.01 0.00
-0.02 0.00 0.00
0.02 -0.03 -0.02
0.01 -0.04 -0.02
0.01 0.01 0.00
0.01 0.01 -0.01
-0.02 0.00 0.00
0.01 0.01 0.01
0.00 0.00 0.00
-0.01 0.02 0.00
-0.05 0.06 0.03
0.07 -0.07 -0.05
-0.01 0.02 0.01
0.00 0.00 0.01
0.01 0.04 -0.03
0.00 0.04 0.01
0.00 -0.01 -0.01
0.01 -0.01 -0.01
0.00 0.00 0.02
0.00 -0.02 -0.01
-0.01 -0.01 0.00
-0.01 -0.03 0.03



- Number 3 is which compound?
  C26H47BrNO5